Density functional theory data (wB97M-V/def2-TZVPD) for C5H7F as an isolated structure in a non-equilibrium geometry.

Cartesian coordinates (Å):
1 C 1.14394 -0.49545 -0.17435
2 C -0.51661 0.95997 1.28589
3 H -2.13360 1.18210 -1.11349
4 H -1.22212 1.73317 1.69906
5 H -1.29743 -0.41943 -1.48313
6 C -0.50818 0.50106 0.07687
7 H 2.11111 -2.21026 0.43987
8 C 1.18635 -1.66001 0.41769
9 H 0.37982 -2.16734 0.92341
10 H 0.34646 0.72520 2.01578
11 C -1.11195 0.60553 -1.28463
12 H -0.49953 0.99447 -2.12341
13 F 2.12173 0.25098 -0.67958

⟨S²⟩: 2.018
Charge: 0
HOMO energy (spin up / spin down) in Ha: -0.164 / -0.355
Spin multiplicity: 3
Kohn-Sham gap (spin up / spin down) in eV: 5.461 / 6.761
Calculated total energy in Ha: -294.249132
Energy relative to the best compared isomer or geometry (same formula, charge and spin) in kcal per mole: 100.6